{
  "formula": "C49H107N5O7",
  "method": "the ωB97M-V functional and the def2-TZVPD basis",
  "e_lumo_ev": 0.4,
  "spin_multiplicity": 1,
  "e_homo_ha": -0.303,
  "homo_lumo_gap_ev": 8.660,
  "relative_energy_ev": 2.473,
  "elements": ["C", "C", "C", "C", "C", "C", "C", "C", "C", "N", "O", "H", "H", "H", "H", "H", "H", "H", "H", "H", "H", "H", "H", "H", "H", "H", "H", "H", "H", "H", "C", "C", "C", "C", "C", "C", "C", "C", "C", "N", "O", "H", "H", "H", "H", "H", "H", "H", "H", "H", "H", "H", "H", "H", "H", "H", "H", "H", "H", "H", "C", "C", "C", "C", "C", "C", "C", "C", "C", "N", "O", "H", "H", "H", "H", "H", "H", "H", "H", "H", "H", "H", "H", "H", "H", "H", "H", "H", "H", "H", "C", "C", "C", "C", "C", "C", "C", "C", "C", "N", "O", "H", "H", "H", "H", "H", "H", "H", "H", "H", "H", "H", "H", "H", "H", "H", "H", "H", "H", "H", "C", "C", "C", "C", "C", "C", "C", "C", "C", "N", "O", "H", "H", "H", "H", "H", "H", "H", "H", "H", "H", "H", "H", "H", "H", "H", "H", "H", "H", "H", "C", "C", "O", "H", "H", "H", "H", "H", "H", "C", "C", "O", "H", "H", "H", "H", "H", "H"],
  "xyz": [[5.59995, 3.06394, -1.90198], [4.12262, 2.97970, -1.68734], [3.92251, 3.21806, -0.18259], [3.32768, 4.04147, -2.48240], [3.24695, 3.88814, -3.99339], [2.61777, 2.53151, -4.21640], [3.43544, 1.36574, -3.58469], [2.52213, 0.16486, -3.63257], [4.81129, 1.10479, -4.21643], [3.51152, 1.69123, -2.05637], [4.29789, 0.62187, -1.50515], [5.78374, 3.18551, -3.01830], [5.98347, 4.02133, -1.52746], [6.14684, 2.26166, -1.52977], [2.93250, 3.37467, 0.12046], [4.31636, 2.40500, 0.42464], [4.48934, 4.09675, 0.15397], [2.31214, 3.89403, -2.14645], [3.69563, 5.06291, -2.22363], [2.57586, 4.68897, -4.39981], [4.15847, 3.89774, -4.58080], [2.59554, 2.38818, -5.35692], [1.52499, 2.42696, -4.05708], [1.77132, 0.39907, -2.97188], [2.97765, -0.72822, -3.19038], [2.13223, 0.03215, -4.63134], [5.22918, 2.03320, -4.60319], [4.73628, 0.34872, -5.04731], [5.49953, 0.61162, -3.57600], [3.56654, 0.21947, -0.96027], [2.60930, -0.79299, 5.99328], [3.94912, -0.64108, 5.33903], [5.08010, -1.05104, 6.34060], [4.15888, -1.46253, 4.06304], [5.30853, -1.00586, 3.18897], [5.16672, 0.45968, 2.87835], [5.11831, 1.35261, 4.11308], [6.55778, 1.42513, 4.78021], [4.69725, 2.71468, 3.73196], [4.04976, 0.78923, 4.90874], [3.82157, 1.65524, 6.06167], [2.54807, -0.26251, 6.90045], [1.81155, -0.49327, 5.33315], [2.37740, -1.79853, 6.29055], [4.72039, -1.94727, 6.78964], [6.11189, -1.07944, 5.91149], [5.15083, -0.27878, 7.12358], [4.43463, -2.48520, 4.45698], [3.23182, -1.49138, 3.48236], [6.23373, -1.17831, 3.79624], [5.42416, -1.66539, 2.26590], [4.20503, 0.51869, 2.38319], [5.89122, 0.86315, 2.14272], [6.58155, 2.02513, 5.65963], [7.14878, 2.01804, 4.14669], [7.06430, 0.45477, 4.93374], [5.30744, 2.91702, 2.82175], [4.84443, 3.52237, 4.46067], [3.65603, 2.76384, 3.36672], [2.93197, 2.02543, 5.93943], [-4.01935, -2.80383, 3.87143], [-3.59069, -2.22587, 2.50837], [-2.39894, -1.26085, 2.69519], [-3.04568, -3.29239, 1.58303], [-4.09760, -4.12031, 0.91162], [-5.17416, -3.26567, 0.29060], [-5.70459, -2.14117, 1.24476], [-6.52532, -1.00579, 0.42764], [-6.63804, -2.84152, 2.24420], [-4.56475, -1.47135, 1.73871], [-4.98043, -0.32047, 2.42333], [-4.68364, -2.24725, 4.54933], [-4.38216, -3.81523, 3.74942], [-3.09877, -2.92402, 4.38029], [-1.57325, -1.78061, 3.15531], [-2.09714, -0.94322, 1.69855], [-2.65148, -0.41001, 3.30725], [-2.50021, -2.70104, 0.80165], [-2.34901, -3.95842, 2.12075], [-3.59608, -4.59289, 0.06879], [-4.51234, -4.93457, 1.53411], [-5.99699, -3.86123, -0.03547], [-4.76938, -2.75866, -0.54284], [-7.45024, -1.38227, -0.08692], [-5.76069, -0.72044, -0.30504], [-6.79374, -0.13641, 1.02915], [-6.28608, -3.72879, 2.78315], [-7.43914, -3.31051, 1.68244], [-7.01256, -2.16739, 2.98682], [-5.31813, -0.55326, 3.30747], [-2.28352, 4.39919, 0.82913], [-1.93723, 3.54663, -0.44527], [-0.47296, 3.67001, -0.84614], [-2.32044, 2.05882, -0.18464], [-3.77527, 1.76004, -0.28239], [-4.26551, 2.16485, -1.64756], [-4.08659, 3.65637, -1.91301], [-4.43989, 3.98928, -3.40441], [-5.02148, 4.49691, -1.00799], [-2.63024, 3.93903, -1.69618], [-2.39398, 5.32191, -1.98251], [-1.40052, 4.49469, 1.52334], [-2.57803, 5.37459, 0.51630], [-3.16316, 4.01147, 1.46126], [-0.06000, 4.68860, -1.00773], [0.15670, 3.27473, -0.04094], [-0.33986, 3.13255, -1.79421], [-1.68593, 1.43957, -0.85521], [-1.86067, 1.84062, 0.79033], [-3.85997, 0.66768, -0.11121], [-4.38464, 2.30957, 0.44573], [-5.35426, 2.01098, -1.64395], [-3.75535, 1.66207, -2.46948], [-5.45713, 3.63148, -3.51592], [-3.83395, 3.40963, -4.09920], [-4.32697, 5.04123, -3.70525], [-6.06945, 4.30989, -1.38124], [-4.84355, 5.54770, -1.10836], [-5.03642, 4.19990, 0.06333], [-2.78237, 5.80567, -1.23897], [-2.17571, -5.22892, -3.31173], [-1.46549, -3.89629, -3.15516], [-0.91481, -3.75530, -1.72325], [-0.36722, -3.75382, -4.18696], [0.20215, -2.32023, -4.41735], [-1.01279, -1.36518, -4.75476], [-2.14386, -1.43655, -3.75927], [-1.81144, -0.63748, -2.51787], [-3.39336, -0.77222, -4.40137], [-2.53500, -2.84628, -3.45645], [-3.50775, -2.88425, -2.41305], [-2.33107, -5.42794, -4.34140], [-1.50653, -6.00702, -2.94966], [-3.09083, -5.15856, -2.75012], [-0.27887, -4.58733, -1.56672], [-0.17568, -2.96537, -1.70690], [-1.63375, -3.57667, -0.93916], [0.50307, -4.31075, -3.93456], [-0.68545, -4.26409, -5.13191], [0.71931, -2.04688, -3.49355], [1.00258, -2.40870, -5.19288], [-1.53283, -1.69516, -5.67115], [-0.72685, -0.33202, -4.89121], [-0.94873, -1.02623, -1.98135], [-2.55518, -0.64617, -1.75699], [-1.61047, 0.42201, -2.82425], [-4.21682, -0.76287, -3.67767], [-3.69462, -1.26879, -5.33855], [-3.21528, 0.30126, -4.50490], [-4.36772, -3.15194, -2.80676], [2.84557, -4.21016, 1.81693], [1.40106, -3.86889, 1.55625], [1.26391, -3.04182, 0.36768], [2.88523, -4.85476, 2.72038], [3.34347, -3.23877, 1.98647], [3.22182, -4.65653, 0.90840], [0.95256, -3.31248, 2.36210], [0.71639, -4.73259, 1.33404], [1.06549, -3.63723, -0.40925], [0.66754, 0.30711, 1.68878], [1.54242, 0.52971, 0.41007], [2.52690, -0.48249, 0.24115], [-0.10819, 1.10027, 1.68494], [1.26549, 0.41059, 2.58111], [0.13903, -0.64665, 1.58510], [2.08719, 1.53965, 0.50212], [0.75992, 0.60719, -0.45691], [2.13255, -1.34503, 0.28384]],
  "atomic_forces_ev_per_a": [[0.16, 2.44, -3.21], [-0.50, 0.17, 0.32], [1.38, 0.09, 0.07], [1.02, 0.91, 0.34], [-1.34, -0.07, 0.25], [0.13, -0.96, -3.05], [-0.48, 0.93, 1.49], [1.78, -0.71, -0.47], [-0.97, -0.33, -1.59], [0.47, -0.37, -1.72], [-1.37, 0.12, 0.77], [0.08, -0.49, 1.27], [-0.06, -0.28, 0.35], [0.86, -1.41, 0.70], [-1.72, 0.22, 0.16], [0.08, -0.32, -0.20], [-0.11, -0.02, -0.30], [-0.50, 0.45, 0.31], [-0.33, -0.68, 0.14], [0.61, -0.58, 0.28], [0.46, 0.36, 0.33], [0.39, -0.22, 1.23], [0.62, 0.34, 0.92], [-2.31, 0.49, 1.35], [0.19, -0.04, -0.61], [-0.02, -0.39, -0.28], [0.21, -0.24, -0.11], [-0.30, 0.95, 0.37], [0.49, -0.03, 1.06], [1.31, -0.26, -0.19], [-0.35, -0.85, -0.65], [2.45, 1.33, -0.38], [0.05, 1.82, -0.21], [-0.22, -1.48, 0.61], [1.56, -0.88, 0.22], [0.03, 0.25, -1.11], [1.18, -1.60, 1.29], [-1.17, -0.93, -0.32], [0.09, 1.68, -1.95], [-1.68, 0.15, 1.31], [0.25, -0.39, -0.31], [0.03, 1.02, 0.99], [-0.28, 0.34, -0.33], [0.20, -0.88, -0.13], [0.39, -1.00, 0.43], [-1.09, -0.54, 0.18], [-0.20, -0.26, -0.10], [-0.72, 0.65, -0.71], [-0.04, -0.12, 0.04], [-0.43, 0.08, -0.67], [-0.33, 0.96, 1.07], [-0.44, 0.44, -0.26], [-0.06, -0.38, 0.48], [-0.46, 0.04, 1.17], [1.01, 0.53, -1.37], [-0.41, 0.56, -0.04], [-0.27, 0.51, 0.56], [0.11, -0.47, -0.06], [0.28, -0.25, 0.33], [0.40, -0.29, -0.21], [-0.21, -0.23, -0.42], [0.84, 1.01, 0.43], [-0.50, -0.23, -0.09], [0.46, 0.11, -0.25], [-0.19, -0.76, -0.52], [-0.51, 1.28, 1.19], [-2.15, -1.06, -1.40], [0.52, -1.71, -0.21], [0.00, -0.66, 0.06], [0.40, 0.54, 0.50], [0.31, 0.75, 0.76], [0.08, 0.08, -0.57], [-0.48, -0.15, 0.04], [0.95, -0.08, 0.90], [0.36, -0.25, 0.18], [0.03, 0.32, 0.11], [-0.07, 0.35, 0.13], [-0.24, -0.79, 0.50], [0.00, 0.44, -0.16], [0.00, -0.51, -0.04], [0.19, 0.45, -0.02], [-0.69, -0.46, -0.30], [0.56, 0.50, -1.05], [0.97, 0.05, 0.46], [-0.50, 0.35, -0.17], [0.12, -0.33, 0.03], [0.73, 0.38, -0.10], [-0.56, 0.55, -0.19], [-0.57, 0.45, 0.40], [0.05, -0.27, -0.22], [-0.21, -1.20, 0.91], [-0.80, 0.05, -0.10], [0.92, 0.21, 0.47], [2.54, 0.82, 0.34], [0.17, -0.78, -0.04], [-0.96, 0.52, -0.25], [0.85, 1.01, 0.16], [0.35, -0.44, 0.75], [-1.31, -1.36, -0.09], [-0.95, 0.48, -0.45], [0.05, -0.46, 0.17], [-0.82, -0.12, -0.80], [-0.05, 1.00, 0.06], [1.31, 0.26, -1.08], [-0.83, -0.34, 0.10], [0.05, -0.38, -0.19], [0.18, -0.07, 0.39], [-0.75, 0.24, -0.03], [-0.53, -0.07, 0.10], [-0.49, 0.56, 0.01], [0.31, -0.41, 0.22], [0.19, -0.39, -0.56], [-0.18, -0.43, 0.11], [-0.37, 0.26, -0.31], [0.24, -0.14, 0.14], [-0.21, -0.32, 0.50], [0.90, 0.31, 0.38], [0.13, 0.67, 0.02], [0.27, 0.28, -0.71], [0.01, 0.17, -0.11], [1.03, 0.34, 0.67], [-1.22, 1.39, 0.46], [0.51, 0.90, -1.17], [0.20, 0.47, -1.45], [-1.36, -0.46, -0.36], [0.68, -1.68, -0.63], [-1.35, 0.13, 1.08], [1.12, 0.92, -0.04], [0.06, 0.03, 0.67], [0.65, -0.75, -0.92], [-0.25, 0.10, -0.08], [-0.56, -0.12, -0.99], [-0.21, -0.25, 0.28], [-0.35, -0.52, 0.18], [0.21, -1.52, 0.59], [-0.21, 0.77, -0.01], [-0.23, -0.25, 0.06], [0.63, -0.95, 0.78], [-0.03, 0.87, 0.45], [-0.15, 0.39, -0.08], [-0.85, 0.44, 0.36], [0.86, -0.04, -0.17], [0.15, 0.29, 0.03], [0.47, 0.09, -0.26], [-1.12, 0.07, 0.32], [-0.08, -0.82, 0.40], [-0.02, -0.46, -0.16], [0.14, 0.34, 0.35], [0.24, -0.08, -0.61], [1.01, 0.26, -0.04], [-0.75, 0.58, 0.53], [-1.32, -0.58, -1.46], [-0.03, -0.80, -0.82], [0.41, 0.29, -0.67], [0.15, -0.63, 0.06], [0.50, -0.43, 0.06], [-0.10, 0.28, 0.40], [0.85, 0.31, 0.69], [0.43, 1.09, 1.41], [0.04, 0.70, -1.56], [-1.50, 1.31, 0.30], [0.23, 1.46, -0.09], [0.40, -0.39, 0.15], [0.12, -0.30, 0.41], [0.28, 0.04, 0.36], [-0.82, -1.74, -0.37], [1.71, -0.22, 1.01], [-0.65, -1.04, -0.07]]
}